Record 1
The following is a quantum chemistry calculation of a 6-piece molecular cluster, C35H83N5O overall, from OMol25.

XYZ file:
```
124
Properties=species:S:1:pos:R:3:forces:R:3:mulliken_charge:R:1
N -0.6178 1.2186 -3.4069 0.0864 -0.3092 -0.7336 -0.08
H 0.3374 1.4322 -3.6558 0.2489 0.5290 -0.4496 0.37
H -1.1970 2.0301 -3.2452 -0.0336 0.3304 0.0003 0.35
H -0.4999 0.6498 -2.5807 0.3346 -0.8709 2.4428 -0.41
H -1.0302 0.6111 -4.1003 -0.2549 0.0091 -0.6268 0.42
C -2.0689 -0.5777 -0.8226 1.7840 -1.1537 0.8945 -1.73
C -0.6372 -0.6153 -0.1574 1.0380 -2.1827 -0.3242 1.29
C -0.0657 -2.1120 0.0600 -1.9276 0.4357 0.0158 -1.38
O 0.3540 -0.0552 -0.8651 0.2831 2.3094 -2.1140 -0.78
H -2.0627 -1.1130 -1.7721 0.0797 0.0169 -0.2273 0.34
H -2.4040 0.4494 -0.9667 -0.2238 -0.0328 0.2563 0.16
H -2.6359 -1.2059 -0.1356 -0.8954 0.4238 -0.1218 0.69
H -0.7424 -0.1710 0.8324 -0.2743 0.3865 0.7422 -0.23
H -0.6985 -2.7496 0.6774 -0.3215 -0.2341 0.0129 0.52
H 0.9237 -2.1971 0.5094 0.0822 0.7067 -0.2053 0.27
H -0.0593 -2.5431 -0.9411 0.1087 -0.1340 -0.0099 0.05
C 2.9871 0.9908 3.4905 0.4028 0.3089 -1.1289 -1.30
C 2.4327 2.1101 2.6189 -0.5378 0.6091 -0.8873 -0.28
C 2.5793 1.8765 1.1288 -0.1664 0.4689 -1.3562 -0.51
N 2.2503 3.1721 0.2991 -0.1968 0.0870 -0.4729 0.48
C 0.8609 3.8017 0.6199 1.2634 -0.5004 -1.2593 -1.15
C 3.3251 4.2929 0.3696 1.1595 -0.2671 -0.5552 -0.42
C 3.7622 4.6207 -1.1097 0.0334 1.9388 1.2231 -0.87
C 2.6883 4.0740 -1.9310 -1.0736 -1.0065 -1.5039 -0.59
C 2.2637 2.8104 -1.2075 -0.4843 0.3347 -0.0078 -0.15
H 2.4799 0.8929 4.4504 0.3759 0.1728 -0.0927 0.28
H 4.0624 1.1550 3.5606 -0.0512 -0.2414 0.5690 0.49
H 2.8633 0.0857 2.8959 -0.0589 -0.4302 0.3288 0.13
H 2.8808 3.0956 2.7458 0.0727 -0.0257 0.8839 0.47
H 1.3558 2.2092 2.7550 -0.0901 0.1598 0.3552 0.31
H 1.9394 1.0939 0.7211 -0.5876 0.0664 0.0384 0.12
H 3.5501 1.5890 0.7249 0.4631 0.2660 0.6021 0.41
H 0.7888 4.1707 1.6429 0.0357 -0.4229 -0.1170 0.35
H 0.1341 3.0682 0.2708 -0.1265 -0.1603 0.7409 0.22
H 0.7662 4.6395 -0.0710 0.1124 0.1577 0.1946 0.55
H 2.9085 5.1224 0.9411 0.0269 -0.0084 -0.3188 0.41
H 4.2536 3.9832 0.8494 -0.4679 -0.5013 0.5529 0.35
H 3.7737 5.7019 -1.2476 0.1818 0.1005 0.2504 0.37
H 4.7480 4.3110 -1.4567 0.0107 -0.5174 0.7249 0.38
H 1.8684 4.7682 -2.1154 -0.2159 0.0421 0.4843 0.34
H 3.0162 3.8526 -2.9467 0.1576 -0.2809 -0.0198 0.46
H 1.2827 2.4830 -1.5520 -0.0130 -0.3632 0.6111 -0.30
H 2.9817 2.0042 -1.3575 -0.0024 0.0394 0.1984 0.41
C 5.2802 -2.1855 -6.5488 -0.7975 -1.3790 0.7455 -1.44
C 4.2945 -1.8644 -5.4073 -0.6536 1.2479 -1.8032 -0.40
C 3.7542 -3.0283 -4.5763 0.9327 0.5203 0.6063 -0.37
N 2.6685 -2.6324 -3.5423 -0.6635 0.9975 0.0803 0.38
C 1.3143 -2.2379 -4.1381 0.2978 0.0068 -1.2716 -0.67
C 3.1199 -1.3540 -2.7407 0.1603 -1.3561 2.1718 0.42
C 4.0110 -1.8825 -1.5642 -0.0634 -1.6448 -0.7238 -0.52
C 3.8089 -3.4772 -1.6072 -0.6196 1.2243 0.8221 -0.58
C 2.5109 -3.7147 -2.4302 1.8718 0.8075 0.3630 0.09
H 4.7220 -2.9119 -7.1396 0.7525 -0.5929 -0.1956 0.35
H 6.1787 -2.5636 -6.0611 0.3092 -0.1461 -0.9172 0.37
H 5.4191 -1.3660 -7.2540 0.3276 0.2577 0.6285 0.38
H 3.5572 -1.3742 -6.0429 -0.8367 0.3141 0.7804 0.24
H 4.8141 -1.1117 -4.8144 -0.3983 -0.1136 0.4091 0.31
H 4.6619 -3.2627 -4.0202 -0.3793 -0.4810 0.6453 0.25
H 3.4550 -3.9679 -5.0407 -0.2935 0.4158 -0.4737 0.49
H 0.5807 -1.8607 -3.4255 0.5013 -0.4676 0.6811 0.03
H 0.8403 -2.9971 -4.7603 0.3796 -0.5607 0.4053 0.46
H 1.4389 -1.4204 -4.8482 0.5972 0.0999 0.0461 0.32
H 2.1915 -1.0230 -2.2752 -0.0452 0.4520 -0.2303 -0.64
H 3.6774 -0.5721 -3.2565 -0.6491 -0.4770 -0.6854 0.34
H 3.7264 -1.5513 -0.5655 -0.5239 0.2888 -0.2959 0.22
H 5.0501 -1.5669 -1.6583 0.0386 -0.3158 -0.2886 0.40
H 3.6313 -3.8062 -0.5834 0.0272 -0.1697 -0.0463 0.21
H 4.6752 -4.0421 -1.9516 -0.1716 0.1919 -0.2726 0.30
H 1.6037 -3.5139 -1.8604 0.1507 0.3803 -0.1513 -0.17
H 2.4867 -4.7673 -2.7125 -0.1416 0.3189 -1.0182 0.36
C 2.7167 -3.8681 3.1175 0.1294 0.2399 0.7323 -1.37
C 1.4593 -3.0395 3.2286 -1.9206 0.7451 0.1666 0.85
C 0.8004 -2.8041 4.5883 -0.2730 0.2389 1.5535 -1.00
N -0.5027 -1.9252 4.6002 -2.2572 0.8881 -0.8317 0.33
C -0.1155 -0.4406 4.3020 -0.4278 -1.7841 0.2846 -0.93
C -1.3217 -1.9852 5.9100 2.2075 -0.4733 2.1243 -0.90
C -2.8263 -1.7228 5.7968 1.6394 1.1203 -0.0565 -0.46
C -3.0065 -1.9234 4.3554 -0.8623 -0.7072 -4.1516 -0.50
C -1.6982 -2.3776 3.6660 0.9277 -1.6752 1.2683 -0.08
H 2.9409 -4.0188 2.0615 0.0927 0.0024 0.1027 0.20
H 2.5884 -4.8419 3.5900 0.0478 -0.0148 -0.0678 0.39
H 3.5441 -3.3551 3.6077 0.1720 -0.1664 -0.1083 0.39
H 0.6799 -3.5356 2.6502 -0.0344 0.1050 -0.3832 0.23
H 1.5714 -2.0215 2.8552 0.3885 -0.1349 -0.6465 -0.38
H 1.4085 -2.2461 5.3002 0.4381 0.1203 -0.2280 0.45
H 0.5996 -3.7177 5.1479 -0.5024 -0.1843 -0.3513 0.46
H 0.3267 -0.4544 3.3058 0.1479 0.2786 0.2274 0.24
H 0.5598 -0.1576 5.1095 0.0758 0.1070 -0.3242 0.33
H -0.9931 0.2056 4.3151 -0.1037 -0.2945 0.0623 0.46
H -0.7765 -1.4553 6.6911 -0.0768 0.6969 -0.2294 0.59
H -1.1891 -2.9902 6.3104 -0.0772 -0.3655 -0.5723 0.48
H -3.1578 -0.6955 5.9481 0.2671 -0.1608 1.0892 0.27
H -3.2706 -2.4694 6.4551 -0.5219 0.4340 -0.2501 0.31
H -3.3124 -1.1404 3.6616 -0.3748 1.1748 1.0776 0.08
H -3.8233 -2.6180 4.1592 0.3606 -0.5996 -0.1514 0.52
H -1.4904 -2.1546 2.6195 -0.2132 0.4142 0.2261 -0.37
H -1.7357 -3.4611 3.7785 0.6799 -0.1876 -0.2578 0.46
C -5.1449 0.7304 -3.4766 -0.1060 -0.2779 -0.3475 -1.27
C -5.4682 0.7146 -2.0096 0.1114 -0.0735 1.8099 -0.05
C -5.4929 2.1390 -1.3330 -0.3950 -2.2305 0.1698 -0.70
N -5.6063 2.1040 0.2018 0.0460 -2.8639 0.7284 0.14
C -6.7794 1.1342 0.6122 -0.1444 1.4705 -1.7541 -1.04
C -4.3942 1.5309 0.9744 -0.4387 0.4658 0.4173 -0.89
C -3.3945 2.6359 0.9896 1.2565 -0.6560 0.8933 0.42
C -4.1579 3.8926 0.7476 -1.0794 1.4950 -0.1615 -1.14
C -5.6513 3.5042 0.7702 0.1224 -0.2099 -1.0256 -0.44
H -4.0731 0.5861 -3.6132 0.1284 0.2507 -0.1862 0.13
H -5.4777 1.6218 -4.0083 -0.0408 -0.0768 -0.0103 0.36
H -5.6232 -0.1496 -3.9067 0.0431 0.1904 -0.3355 0.41
H -4.7614 0.0347 -1.5338 0.6352 0.3751 0.2898 0.11
H -6.3560 0.1239 -1.7838 -0.6176 0.6913 -0.3937 0.47
H -6.4402 2.5730 -1.6528 0.4164 0.6624 -0.1396 0.44
H -4.5805 2.6587 -1.6255 -0.3674 0.3959 0.1604 0.30
H -7.1847 1.3086 1.6089 0.4925 0.2266 -0.0457 0.38
H -6.5072 0.0934 0.4369 0.3333 0.2809 0.2309 0.39
H -7.5202 1.3972 -0.1428 -0.4943 -0.2519 0.3882 0.44
H -4.7998 1.4090 1.9788 -0.0835 0.0146 0.0174 0.49
H -3.8960 0.5880 0.7492 -0.9276 -0.1490 -0.9628 0.24
H -2.8899 2.5193 1.9487 0.2502 0.5143 0.0355 0.58
H -2.6445 2.4806 0.2141 0.1122 0.0240 0.0044 -0.36
H -4.0847 4.7790 1.3778 0.6290 -0.3411 0.3841 0.43
H -3.8138 4.2237 -0.2322 -0.6936 0.3656 -0.1381 0.37
H -6.1406 3.4641 1.7434 0.4326 -0.0456 0.1373 0.47
H -6.2652 4.1458 0.1382 0.0021 -0.1400 -0.0727 0.35
```
Positions in Å, forces in eV/Å.

Computed properties:
lowest unoccupied orbital energy = -9.233 eV
orbital gap = 7.442 eV
total charge = +4


Record 2
The following is a quantum chemistry calculation of a 5-piece molecular cluster, C35H84BBr2F3N5O8PS overall, from OMol25.

XYZ file:
```
140
Properties=species:S:1:pos:R:3:forces:R:3:mulliken_charge:R:1
C -4.4264 -1.8216 4.5133 0.0435 0.0386 0.0153 -0.57
O -4.9762 -0.5785 4.1285 -0.1429 0.0349 0.0416 -0.40
C -4.0605 0.4831 3.9485 -0.0258 0.0028 -0.1265 0.06
C -4.2903 1.1896 2.6173 0.1398 -0.0983 -0.0798 -0.58
C -4.4931 0.2203 1.4419 -0.2434 0.3011 0.0078 -0.44
C -4.1061 0.8208 0.0752 -0.0839 -0.2979 -0.1096 -0.06
C -2.8644 0.1823 -0.5686 -0.0127 -0.0242 0.1939 -1.45
C -1.6712 -0.0422 0.3857 -0.0072 0.1796 -0.1607 1.28
C -0.3608 0.4963 -0.1867 -0.0736 0.0765 -0.2169 -0.93
C 0.7367 0.7549 0.8449 -0.3209 0.1245 0.0452 -1.21
P 1.4814 -0.6264 1.8260 0.1294 -0.0403 -0.0733 3.09
C 3.3336 -0.6944 1.7687 0.2596 0.2380 -0.2232 -1.02
C 4.0573 0.6690 1.8188 0.2385 -0.1676 -0.2303 -0.63
C 5.1076 0.7897 0.7040 -0.0538 -0.1638 0.1131 -1.25
S 4.2789 1.1477 -0.8816 -0.1562 -0.0433 -0.0805 -0.10
C 1.3789 -1.8506 0.2919 -0.1301 -0.2371 0.0535 -2.28
C 2.2085 -3.1460 0.4219 0.0354 0.1785 -0.2384 -0.97
C 1.5558 -4.3993 -0.1794 0.2244 -0.1006 -0.1746 0.08
F 0.7019 -4.0827 -1.1976 0.2534 -0.1595 0.0936 -0.30
Br 2.9673 -5.5408 -0.9622 -0.1071 0.0951 0.1140 -0.12
C 0.7849 -5.2983 0.8188 -0.0213 0.2040 0.1483 0.55
F 0.5796 -6.5330 0.3512 0.0333 -0.0026 -0.0438 -0.21
F 1.4790 -5.3984 1.9675 -0.1254 -0.1327 -0.2544 -0.19
Br -0.9598 -4.5421 1.1875 -0.0452 0.0843 0.1957 -0.10
C 1.5044 0.5612 3.4513 0.0256 0.0823 0.1951 -1.78
C 2.2120 -0.0165 4.6830 -0.2065 0.0203 0.1440 0.48
O 1.2483 -0.3374 5.7109 0.1984 -0.1715 -0.0484 -0.59
C 3.3182 0.8871 5.2587 0.0124 0.0737 0.1628 -1.14
N 4.5356 0.2309 5.7328 -0.1650 -0.1109 -0.1282 -0.70
B 0.4501 -1.8445 2.9560 -0.0571 -0.1995 0.1054 0.60
O -0.9199 -1.7701 3.1159 0.4887 0.0054 0.4121 -0.38
O 1.1421 -2.8203 3.6130 -0.1885 0.1270 -0.4049 -0.62
H -5.1335 -2.3156 5.1806 -0.0108 -0.0077 -0.0754 0.33
H -3.4813 -1.6957 5.0501 -0.0117 -0.0219 -0.0061 0.24
H -4.2516 -2.4573 3.6375 0.0381 0.0126 0.0481 0.21
H -3.0304 0.1024 3.9788 -0.0379 -0.0386 0.0305 -0.33
H -4.1823 1.1875 4.7791 0.1445 0.0189 -0.0002 0.36
H -3.4140 1.8206 2.4201 -0.0808 0.0396 0.0903 0.21
H -5.1526 1.8587 2.6922 0.0385 -0.0216 -0.0247 0.39
H -3.9419 -0.7055 1.6292 -0.0136 -0.0202 -0.0390 0.15
H -5.5545 -0.0363 1.4169 0.1453 -0.2115 0.0825 0.55
H -4.9409 0.6727 -0.6167 0.0676 0.1679 0.0128 0.26
H -3.9865 1.9037 0.1669 0.1053 -0.0145 0.0221 -0.28
H -3.1652 -0.7774 -1.0012 0.0851 0.0744 -0.0310 0.32
H -2.5311 0.8170 -1.3955 -0.0828 -0.0777 -0.0624 0.60
H -1.5889 -1.1072 0.6111 0.0575 0.0535 0.1897 0.04
H -1.8526 0.4884 1.3308 -0.0390 -0.0811 -0.0168 -0.39
H -0.5910 1.4713 -0.6208 0.0550 0.1600 -0.0260 0.23
H -0.0116 -0.1128 -1.0259 -0.0569 -0.0420 0.1585 0.27
H 0.3473 1.4968 1.5501 0.1048 -0.0908 -0.0309 0.56
H 1.5849 1.2348 0.3395 0.0254 -0.1075 0.0868 -0.12
H 3.5982 -1.1631 0.8189 -0.0556 -0.0204 0.1248 0.52
H 3.7005 -1.3644 2.5494 -0.0834 0.0331 0.0245 0.56
H 4.5815 0.8057 2.7664 -0.1905 0.0441 0.0358 0.17
H 3.3465 1.4850 1.6834 0.1098 0.0743 0.2287 0.34
H 5.8179 1.5836 0.9297 -0.0879 0.0271 -0.0744 0.59
H 5.6574 -0.1489 0.5959 0.0471 0.1341 0.0964 0.38
H 5.2054 1.9492 -1.4113 0.0963 0.0284 -0.0070 0.10
H 0.3271 -2.1009 0.1293 0.0288 0.0697 0.0317 0.51
H 1.7141 -1.3196 -0.6055 -0.0444 -0.0496 0.0035 0.61
H 2.5152 -3.3607 1.4496 -0.1875 -0.1171 -0.0294 0.38
H 3.1349 -3.0126 -0.1394 -0.0569 0.0003 0.1097 0.75
H 0.4415 0.6522 3.7211 0.0006 0.0544 -0.1370 0.55
H 1.8400 1.5837 3.2519 0.0440 -0.0234 -0.0305 0.69
H 2.6499 -0.9981 4.4789 0.0375 0.0438 -0.1390 0.20
H 0.8361 0.4905 5.9751 -0.0739 0.0676 0.0447 0.45
H 3.5990 1.6503 4.5325 0.0502 -0.0182 0.0168 0.39
H 2.8871 1.4125 6.1188 -0.0062 0.0778 -0.1253 0.45
H 5.0428 -0.1611 4.9473 0.0381 -0.0114 -0.0062 0.29
H 4.2796 -0.5563 6.3187 0.0496 0.0185 0.1089 0.29
H -1.2454 -0.8674 3.1385 -0.1829 0.0859 -0.3550 -0.27
H 0.5464 -3.3157 4.1887 0.0002 -0.1228 0.1176 0.30
C 2.2648 -10.4660 -1.3933 0.0029 -0.0726 -0.0348 -0.60
O 2.5716 -11.5335 -0.5172 -0.0577 0.0472 -0.0285 -0.41
C 3.3402 -11.1896 0.6176 0.0946 -0.0574 0.0597 -0.75
C 2.5365 -10.6120 1.7891 -0.1139 0.0420 -0.0479 0.54
C 2.0879 -9.1721 1.5711 0.0394 0.0713 0.0507 -1.42
N 1.3712 -11.4301 2.1334 0.0950 -0.0798 -0.0457 -0.74
H 3.0852 -9.7429 -1.4391 -0.0005 0.0227 0.0023 0.28
H 1.3500 -9.9438 -1.1034 0.0269 0.0381 0.0143 0.22
H 2.1172 -10.8928 -2.3847 0.0033 -0.0057 0.0016 0.28
H 3.8033 -12.1234 0.9466 -0.0256 -0.0202 -0.0247 0.36
H 4.1491 -10.5045 0.3285 -0.0212 0.0373 0.0279 0.38
H 3.2082 -10.6255 2.6534 0.0437 -0.0072 -0.0133 0.38
H 1.2362 -9.1140 0.8944 0.0004 -0.0310 -0.0267 0.16
H 1.7777 -8.7256 2.5153 -0.0314 -0.0295 0.0115 0.44
H 2.8932 -8.5625 1.1562 -0.0090 0.0096 -0.0120 0.30
H 1.6737 -12.3621 2.3986 -0.0009 0.0206 0.0596 0.28
H 0.8213 -11.5648 1.2899 -0.0465 0.0428 0.0103 0.30
C 0.0598 5.1106 0.1283 -0.0125 -0.0830 0.0288 -0.90
O -0.7212 4.2279 -0.6562 0.1029 -0.0782 0.1164 0.15
C -1.6827 4.8319 -1.4952 -0.1700 -0.0295 0.0203 -0.44
C -1.1243 5.3508 -2.8229 0.1112 0.0470 -0.0228 0.00
C -0.3300 6.6466 -2.6966 -0.0092 0.0385 -0.0300 -1.64
N -0.2943 4.3460 -3.4922 0.0375 -0.1000 0.0782 -0.40
H -0.5257 5.9781 0.4483 0.0045 0.0190 -0.0027 0.37
H 0.9494 5.4560 -0.4033 -0.0241 0.0352 -0.0022 0.29
H 0.3831 4.5592 1.0113 -0.0126 -0.0056 -0.0048 0.15
H -2.4103 4.0425 -1.7105 0.0240 -0.0079 -0.0007 -0.03
H -2.2105 5.6248 -0.9467 0.0258 0.0643 -0.0542 0.39
H -1.9854 5.5519 -3.4674 -0.0408 -0.0354 0.0216 0.52
H 0.6637 6.4692 -2.2836 -0.0132 -0.0143 0.0167 0.29
H -0.1960 7.0967 -3.6793 0.0213 -0.0220 -0.0178 0.39
H -0.8430 7.3677 -2.0576 -0.0004 -0.0023 0.0042 0.38
H -0.8509 3.5213 -3.6979 -0.0272 0.0448 -0.0915 0.26
H 0.3956 4.0252 -2.8161 0.0130 -0.0076 -0.0023 0.23
C 3.6493 3.5587 -7.8826 -0.0587 0.0394 -0.0278 -0.63
O 2.6033 3.8514 -6.9796 0.0761 0.0274 -0.0260 -0.40
C 2.3863 2.8943 -5.9620 -0.1124 -0.0746 0.0489 -0.65
C 3.3097 3.0324 -4.7455 0.0938 0.0644 -0.0314 0.76
C 4.7351 2.5460 -4.9856 -0.0031 -0.0334 0.0074 -1.41
N 3.3464 4.4018 -4.2269 -0.1525 -0.0190 0.0343 -0.67
H 3.7222 2.4826 -8.0698 0.0184 -0.0131 -0.0015 0.30
H 4.6167 3.9227 -7.5268 0.0135 -0.0453 0.0099 0.23
H 3.4188 4.0621 -8.8209 -0.0037 0.0010 0.0012 0.26
H 1.3593 3.0578 -5.6276 0.0082 0.0540 -0.0129 0.20
H 2.4455 1.8807 -6.3825 0.0460 -0.0070 0.0258 0.42
H 2.8758 2.4017 -3.9619 -0.0515 -0.0384 -0.0154 0.20
H 5.3117 3.2697 -5.5621 -0.0171 0.0103 -0.0181 0.34
H 5.2479 2.4089 -4.0340 0.0153 0.0277 0.0086 0.17
H 4.7467 1.5940 -5.5196 0.0014 -0.0010 0.0053 0.36
H 2.4036 4.6727 -3.9586 0.0031 0.0118 -0.0134 0.21
H 3.5761 5.0209 -4.9992 0.0668 0.0114 0.0079 0.31
C -5.4410 4.4635 0.2815 0.0254 -0.0258 0.0658 -0.47
O -6.2396 3.5486 -0.4409 0.0891 0.0323 0.1209 -0.21
C -7.2909 4.1302 -1.1824 -0.0958 -0.0574 -0.1293 -0.74
C -6.8579 4.6898 -2.5434 0.0828 0.0231 -0.0256 0.29
C -6.0986 6.0102 -2.4587 -0.0225 0.0489 -0.0230 -1.09
N -6.0601 3.7331 -3.3143 -0.0585 -0.0537 0.0841 -0.67
H -6.0364 5.3146 0.6268 0.0373 0.0264 0.0088 0.41
H -4.5994 4.8348 -0.3113 -0.0485 0.0263 0.0136 0.03
H -5.0391 3.9433 1.1503 -0.0112 -0.0410 0.0120 0.12
H -8.0050 3.3215 -1.3543 0.0148 -0.0247 0.0020 0.33
H -7.8002 4.8976 -0.5838 0.0361 0.0368 -0.0297 0.40
H -7.7782 4.8745 -3.1060 -0.0342 -0.0100 0.0213 0.43
H -5.0672 5.8571 -2.1382 -0.0060 -0.0169 0.0159 0.01
H -6.0654 6.4839 -3.4389 0.0212 -0.0246 -0.0192 0.35
H -6.5753 6.7009 -1.7608 0.0030 -0.0017 0.0073 0.35
H -6.6050 2.8949 -3.4910 -0.0215 0.0303 -0.0672 0.29
H -5.2915 3.4223 -2.7261 0.0329 0.0201 -0.0177 0.23
```
Positions in Å, forces in eV/Å.

Computed properties:
lowest unoccupied orbital energy = 0.362 eV
orbital gap = 8.033 eV
SMILES string = COCCCCCCCCP(CCCS)(CC[C@@](F)(Br)C(F)(F)Br)(C[C@H](O)CN)B(O)O.COC[C@@H](C)N.COC[C@@H](C)N.COC[C@@H](C)N.COC[C@@H](C)N
total charge = 0